1.
Formula: C21H45N3
Source: OMol25
Level of theory: the ωB97M-V functional and the def2-TZVPD basis

Computed properties:
Relative energy (zero: lowest compared OMol25 entry of this formula, charge and spin), kcal/mol: 434.5
HOMO level, eV: -8.1
SMILES string: CCCC[C@@H](CN[C@H](C)CNC)NC[C@H]1CC[C@H](C(C)(C)C)CC1
LUMO, eV: 0.805

```
69
Properties=species:S:1:pos:R:3:mulliken_charge:R:1
C -1.828 -4.013 0.741 -1.23
C -0.430 -3.293 0.984 -0.24
C 0.532 -3.180 -0.230 -0.25
C 1.711 -2.511 0.026 -1.88
H 2.107 -2.940 0.865 0.52
H 2.321 -2.811 -0.677 0.72
C 1.323 -1.090 0.193 0.13
N 0.925 -0.570 -1.420 -0.29
H 1.714 -0.486 -1.987 0.36
C 0.191 0.577 -1.378 -1.09
C -1.330 0.574 -0.812 1.46
C -2.446 0.799 -1.973 -1.49
C -3.718 0.217 -1.451 -1.78
H -4.444 0.724 -2.080 0.50
H -3.822 -0.684 -1.249 0.92
C -4.104 1.174 0.057 -0.32
C -2.925 0.694 1.020 -2.39
C -1.604 1.123 0.517 -0.29
H -1.393 2.352 0.147 0.33
H -0.854 1.002 1.324 0.29
H -3.169 1.411 1.799 0.26
H -3.129 -0.113 1.358 1.30
H -3.921 2.382 -0.266 0.23
C -5.547 1.092 0.635 1.74
C -6.491 1.535 -0.895 -1.46
H -6.425 0.606 -1.417 0.52
H -7.480 1.263 -0.238 0.34
H -6.205 2.471 -1.165 0.50
C -5.808 2.002 1.714 -2.06
H -5.473 3.014 1.352 0.35
H -5.106 1.921 2.420 0.55
H -6.802 1.974 1.788 0.61
C -5.732 -0.332 0.996 -1.53
H -5.597 -1.242 0.182 0.18
H -5.180 -0.670 1.844 0.41
H -6.764 -0.251 1.312 0.54
H -2.136 0.125 -2.947 0.27
H -2.277 1.781 -1.870 0.92
H -1.365 -0.647 -0.581 -0.54
H -0.018 1.033 -2.328 0.60
H 0.692 1.390 -0.669 0.00
C 2.537 -0.104 0.680 -1.54
N 3.593 -0.333 -0.556 -0.22
H 4.051 -1.361 -0.546 0.27
C 4.639 0.770 -0.650 -0.35
C 5.664 0.533 -1.909 -1.22
H 4.887 0.501 -2.682 0.37
H 6.199 -0.482 -1.896 0.27
H 6.225 1.520 -2.120 0.40
C 5.557 0.657 0.683 -0.80
N 6.526 1.829 0.743 -0.35
H 7.090 1.962 -0.092 0.23
C 7.551 1.785 1.853 -1.14
H 8.025 2.551 2.095 0.52
H 6.858 1.603 2.963 0.21
H 8.084 0.953 2.165 0.40
H 5.064 0.433 1.475 0.82
H 6.214 -0.325 0.588 0.16
H 4.289 1.788 -0.507 0.37
H 3.150 -0.534 1.727 0.10
H 2.481 0.812 0.440 0.99
H 0.677 -0.734 0.841 0.93
H -0.074 -2.824 -1.135 0.14
H 0.483 -4.333 -0.346 0.34
H -0.797 -2.371 1.322 0.15
H -0.059 -3.844 1.873 0.34
H -1.669 -5.145 0.430 0.33
H -2.493 -3.896 1.638 0.37
H -2.522 -3.608 -0.104 0.17
```

=====

2.
Formula: C21H45N9O5
Source: OMol25
Level of theory: the ωB97M-V functional and the def2-TZVPD basis

Computed properties:
HOMO level, eV: -8.8
SMILES string: CNC[C@H](C#N)[C@@H](N)C#N.CN(C)C=O.CN(C)C=O.CN(C)C=O.CN(C)C=O.CN(C)C=O
LUMO, eV: 0.479

```
80
Properties=species:S:1:pos:R:3:mulliken_charge:R:1
C -2.176 1.785 -1.307 -1.13
N -2.986 2.374 -0.208 -0.21
C -3.826 3.458 -0.677 -1.12
C -5.023 2.917 -1.462 0.53
C -6.202 3.690 -1.135 -0.20
N -7.069 4.361 -0.754 -0.56
C -5.264 1.445 -1.151 0.57
N -5.760 1.274 0.210 -0.45
C -6.285 0.967 -2.092 0.07
N -7.012 0.611 -2.924 -0.51
H -2.433 2.217 -2.264 0.17
H -2.399 0.737 -1.330 0.46
H -1.126 1.950 -1.165 0.38
H -2.329 2.803 0.421 0.29
H -3.271 4.159 -1.301 0.32
H -4.202 4.037 0.151 0.60
H -4.876 3.017 -2.527 0.42
H -4.393 0.842 -1.343 -0.11
H -6.559 0.667 0.225 0.28
H -5.038 0.902 0.807 0.16
C 0.456 -0.663 -0.316 0.11
O -0.645 -0.775 -0.815 -0.62
N 0.717 -0.827 0.993 0.21
C 2.054 -0.680 1.538 -1.05
C -0.384 -1.161 1.883 -0.93
H 1.350 -0.403 -0.909 0.32
H 2.362 -1.617 2.006 0.39
H 2.066 0.116 2.285 0.37
H 2.759 -0.432 0.748 0.27
H -0.843 -2.100 1.571 0.32
H -1.147 -0.382 1.847 0.22
H -0.014 -1.259 2.900 0.39
C 5.300 -3.229 0.433 -0.05
O 5.203 -3.196 1.646 -0.61
N 4.464 -3.883 -0.388 0.26
C 4.635 -3.876 -1.828 -0.96
C 3.352 -4.620 0.192 -0.86
H 6.108 -2.702 -0.101 0.41
H 3.754 -3.446 -2.307 0.34
H 4.775 -4.895 -2.192 0.35
H 5.507 -3.284 -2.099 0.30
H 2.712 -3.944 0.759 0.15
H 3.728 -5.384 0.873 0.27
H 2.774 -5.090 -0.598 0.41
C -3.882 2.390 3.600 0.00
O -3.759 1.553 2.728 -0.51
N -5.055 2.919 3.988 0.16
C -5.142 3.922 5.031 -0.95
C -6.273 2.465 3.333 -0.67
H -3.017 2.802 4.149 0.29
H -5.761 3.555 5.852 0.34
H -5.586 4.836 4.633 0.34
H -4.150 4.151 5.415 0.29
H -6.392 1.390 3.476 0.25
H -6.220 2.661 2.261 0.08
H -7.129 2.984 3.755 0.37
C 9.213 -6.759 1.502 0.11
O 9.368 -6.682 0.300 -0.59
N 8.365 -5.996 2.214 0.16
C 8.221 -6.134 3.650 -0.90
C 7.566 -5.001 1.517 -1.14
H 9.772 -7.482 2.122 0.26
H 7.191 -6.396 3.899 0.31
H 8.476 -5.195 4.143 0.31
H 8.882 -6.916 4.018 0.32
H 6.946 -5.493 0.765 0.32
H 8.228 -4.296 1.009 0.27
H 6.938 -4.469 2.216 0.54
C -0.092 3.262 -4.272 0.13
O -0.252 3.422 -3.079 -0.59
N -0.721 3.970 -5.228 0.12
C -0.494 3.733 -6.640 -0.93
C -1.658 5.004 -4.822 -0.75
H 0.595 2.501 -4.677 0.29
H -0.109 4.638 -7.114 0.34
H -1.428 3.448 -7.126 0.34
H 0.230 2.932 -6.773 0.29
H -1.149 5.751 -4.212 0.30
H -2.460 4.568 -4.226 0.10
H -2.080 5.481 -5.702 0.38
```

=====

3.
Formula: C21H46ClO19S5
Source: OMol25
Level of theory: the ωB97M-V functional and the def2-TZVPD basis

Computed properties:
Relative energy (zero: lowest compared OMol25 entry of this formula, charge and spin), kcal/mol: 0.0
HOMO level, eV: -7.6
Charge: -1
LUMO, eV: 2.151

```
92
Properties=species:S:1:pos:R:3:mulliken_charge:R:1
Cl -0.451 0.676 -0.397 0.99
O -0.949 -0.006 -1.597 -0.49
O -1.605 0.990 0.448 -0.51
O 0.443 -0.122 0.406 -0.22
O 0.111 1.940 -0.774 -0.69
O 2.017 -1.421 -4.486 -0.55
S 3.174 -1.473 -3.626 1.14
O 3.777 -2.706 -3.186 -0.65
O 4.292 -0.487 -4.231 -0.32
C 3.813 0.758 -4.797 -0.08
C 4.894 1.786 -4.672 -1.26
C 2.586 -0.532 -2.210 -0.29
H 2.800 0.983 -4.461 0.34
H 3.571 0.603 -5.855 0.31
H 4.595 2.759 -5.058 0.36
H 5.771 1.474 -5.239 0.34
H 5.191 1.864 -3.625 0.28
H 2.008 0.319 -2.560 0.29
H 3.405 -0.273 -1.546 0.46
H 1.849 -1.214 -1.786 -0.39
O -1.083 -0.871 4.687 -0.55
S -2.106 -1.827 4.342 1.19
O -2.538 -2.883 5.217 -0.69
O -3.495 -1.062 3.934 -0.41
C -3.372 0.291 3.422 0.41
C -3.579 1.240 4.577 -1.27
C -1.710 -2.516 2.754 -0.76
H -4.164 0.367 2.676 0.20
H -2.448 0.425 2.855 -0.05
H -4.654 1.287 4.770 0.34
H -3.308 2.237 4.213 0.33
H -3.078 1.029 5.516 0.36
H -0.814 -3.138 2.803 0.38
H -1.465 -1.779 1.988 0.02
H -2.554 -3.157 2.511 0.44
O 0.117 -3.751 -5.286 -0.60
S -1.085 -3.677 -4.511 1.21
O -2.241 -4.388 -4.984 -0.66
O -0.737 -4.253 -3.013 -0.43
C 0.311 -3.593 -2.289 0.46
C -0.017 -3.578 -0.790 -0.98
C -1.513 -1.951 -4.100 -0.77
H 0.440 -2.563 -2.621 -0.50
H 1.273 -4.072 -2.478 0.48
H -0.856 -2.897 -0.651 0.12
H 0.933 -3.325 -0.314 0.30
H -0.299 -4.518 -0.313 0.45
H -1.872 -2.129 -3.087 0.22
H -2.253 -1.521 -4.766 0.53
H -0.631 -1.316 -4.078 0.19
O -6.617 1.999 -3.403 -0.64
S -5.519 2.139 -2.479 1.15
O -4.646 3.278 -2.587 -0.62
O -6.159 2.168 -0.963 -0.37
C -5.161 2.324 0.064 0.07
C -5.852 2.790 1.349 -1.28
C -4.541 0.625 -2.474 -0.53
H -4.399 3.043 -0.230 0.41
H -4.647 1.398 0.336 0.13
H -5.036 3.143 1.978 0.32
H -6.433 1.995 1.813 0.30
H -6.562 3.581 1.107 0.41
H -3.747 0.707 -1.731 -0.03
H -4.087 0.668 -3.463 0.33
H -5.146 -0.262 -2.320 0.39
O 3.427 3.840 3.090 -0.65
S 2.117 4.054 2.527 1.20
O 1.408 5.248 2.882 -0.62
O 2.289 4.056 0.895 -0.37
C 3.135 3.038 0.340 0.18
C 3.268 3.283 -1.126 -1.25
C 0.990 2.598 2.692 -0.66
H 2.717 2.031 0.442 -0.05
H 4.077 3.156 0.878 0.57
H 2.417 2.953 -1.732 0.24
H 3.958 2.533 -1.536 0.22
H 3.514 4.306 -1.400 0.40
H 1.504 1.682 2.407 0.02
H 0.118 2.800 2.077 0.24
H 0.780 2.466 3.753 0.48
C 3.396 -2.903 4.697 -0.42
C 4.557 -2.305 4.221 -0.38
C 4.555 -1.511 3.107 -0.62
C 3.342 -1.348 2.465 -0.25
C 2.141 -1.840 2.981 0.18
C 2.144 -2.672 4.116 -0.53
H 3.386 -3.560 5.559 0.33
H 5.479 -2.676 4.657 0.30
H 5.520 -1.317 2.657 0.34
H 3.330 -0.768 1.548 0.43
H 1.191 -1.590 2.526 0.26
H 1.297 -3.183 4.551 0.35
```

=====

4.
Formula: C21H47AlOP3Se
Source: OMol25
Level of theory: the ωB97M-V functional and the def2-TZVPD basis

Computed properties:
Relative energy (zero: lowest compared OMol25 entry of this formula, charge and spin), kcal/mol: 38.6
HOMO level, eV: -15.7
Charge: +3
LUMO, eV: -12.085

```
74
Properties=species:S:1:pos:R:3:mulliken_charge:R:1
Al 0.178 -0.254 1.266 -1.19
P 0.473 1.381 2.900 1.16
P -1.962 2.272 -0.530 0.74
P 1.510 1.213 -0.614 0.91
H 1.503 -3.247 1.441 0.69
C 1.569 -2.163 1.184 -1.25
C 1.395 -1.308 2.344 0.15
H 1.097 -1.763 3.341 0.61
C -0.437 0.634 4.261 -1.23
C -0.217 3.022 2.627 -0.82
C 2.192 1.763 3.492 -1.21
C -2.788 1.826 -2.108 -1.32
C -3.489 2.452 0.509 -1.24
C -1.793 4.088 -0.965 -1.31
C 3.142 0.417 -0.713 -1.28
C 2.004 2.952 -0.186 -1.20
C 1.202 1.544 -2.402 -0.75
H 2.427 -1.985 0.500 0.42
H 2.211 -0.595 2.430 0.09
H -0.593 -0.447 4.139 0.30
H -1.417 1.119 4.326 0.37
H 0.139 0.811 5.176 0.51
H -1.240 2.975 2.246 -0.15
H 0.398 3.594 1.927 0.35
H -0.197 3.505 3.611 0.59
H 2.995 1.032 3.238 0.36
H 2.067 1.822 4.590 0.48
H 2.467 2.761 3.110 0.46
H -3.718 2.398 -2.253 0.44
H -3.001 0.754 -2.114 0.27
H -2.095 2.029 -2.935 0.41
H -4.190 3.179 0.060 0.53
H -3.204 2.794 1.514 0.36
H -3.989 1.477 0.608 0.27
H -2.792 4.490 -1.242 0.47
H -1.083 4.205 -1.812 0.40
H -1.395 4.642 -0.102 0.35
H 3.851 1.080 -1.204 0.60
H 3.051 -0.508 -1.294 0.20
H 3.497 0.184 0.292 0.33
H 2.888 3.218 -0.790 0.58
H 2.265 3.016 0.880 0.29
H 1.188 3.651 -0.417 0.21
H 2.117 2.001 -2.812 0.54
H 0.367 2.244 -2.564 0.22
H 0.996 0.608 -2.932 0.13
C 1.108 -2.432 -3.355 -0.02
C 2.236 -2.954 -2.679 0.06
C 3.394 -3.339 -3.373 -0.73
C 3.432 -3.157 -4.762 -0.38
C 2.340 -2.557 -5.423 -0.71
C 1.201 -2.167 -4.719 -0.37
Se -0.539 -2.240 -2.335 0.07
H 0.408 -1.855 -1.232 -0.18
H 2.233 -3.144 -1.584 0.37
H 4.227 -3.790 -2.798 0.38
H 4.341 -3.475 -5.273 0.41
H 2.420 -2.418 -6.500 0.41
H 0.360 -1.699 -5.173 0.54
C -2.179 -3.929 0.861 -1.54
C -1.131 -2.995 1.439 -0.29
O -1.316 -1.593 1.154 1.22
C -2.632 -1.132 1.701 -0.18
C -3.723 -1.272 0.642 -1.51
H -3.113 -3.907 1.470 0.42
H -1.738 -4.959 0.933 0.46
H -2.385 -3.718 -0.215 0.29
H -1.016 -3.106 2.520 0.54
H -0.226 -3.290 0.913 -0.05
H -2.806 -1.744 2.604 0.41
H -2.500 -0.074 2.014 0.34
H -3.904 -2.337 0.465 0.49
H -3.450 -0.819 -0.324 0.24
H -4.632 -0.781 1.007 0.45
```

=====

5.
Formula: C21H47BClFN5O4P
Source: OMol25
Level of theory: the ωB97M-V functional and the def2-TZVPD basis

Computed properties:
2S+1: 2
Relative energy (zero: lowest compared OMol25 entry of this formula, charge and spin), kcal/mol: 0.0
HOMO level (spin up / spin down), eV: -10.3 / -11.5
Charge: +1
LUMO (spin up / spin down), eV: -2.778 / -2.778

```
81
Properties=species:S:1:pos:R:3:mulliken_charge:R:1
C -6.871 -1.252 1.429 -1.38
C -5.592 -0.436 1.354 0.06
O -4.600 -0.881 2.313 -0.31
B -3.727 -1.870 2.003 0.77
O -4.114 -3.141 1.637 -0.40
N -2.279 -1.584 2.202 0.28
C -1.716 -0.447 1.684 -0.38
N -1.498 0.636 2.459 0.33
C -1.890 0.546 3.873 -1.10
C -1.859 1.929 4.511 0.42
C -3.008 2.828 4.054 -1.27
Cl -0.256 2.683 4.216 -0.20
N -1.379 -0.370 0.401 0.03
C -0.788 0.867 -0.149 -0.68
C -1.741 2.075 -0.357 0.75
C -3.225 1.739 -0.218 -1.25
C -1.374 3.276 0.527 -1.36
C -1.610 -1.531 -0.452 1.16
C -0.765 -1.604 -1.691 -1.96
F -2.964 -1.513 -0.820 -0.36
P -1.145 -2.673 3.065 -0.02
N -2.012 -2.930 4.491 -0.49
O -1.445 -4.143 2.425 -0.52
H -7.094 -1.544 2.454 0.31
H -7.690 -0.667 1.009 0.44
H -6.794 -2.153 0.819 0.27
H -5.165 -0.507 0.352 0.12
H -5.777 0.611 1.589 0.39
H -4.174 -3.297 0.687 0.35
H -0.522 0.932 2.408 0.34
H -2.912 0.172 3.938 0.52
H -1.239 -0.127 4.435 0.14
H -1.926 1.772 5.586 0.54
H -3.788 2.843 4.816 0.35
H -3.461 2.434 3.141 0.15
H -2.674 3.845 3.859 0.40
H -0.344 0.604 -1.100 -0.13
H 0.058 1.157 0.479 0.46
H -1.588 2.405 -1.388 0.55
H -3.527 0.910 -0.858 0.28
H -3.809 2.610 -0.519 0.56
H -3.482 1.523 0.822 -0.06
H -1.896 3.231 1.484 0.15
H -1.688 4.197 0.034 0.46
H -0.298 3.338 0.702 0.35
H -1.510 -2.431 0.146 -0.27
H 0.279 -1.342 -1.502 0.47
H -1.151 -0.907 -2.439 0.46
H -0.832 -2.598 -2.127 0.44
H -1.440 -2.770 5.312 0.26
H -2.428 -3.853 4.551 0.25
H -1.386 -4.183 1.462 0.34
C 3.904 1.211 -4.371 -1.97
C 3.658 0.941 -2.874 2.23
C 4.659 1.714 -2.009 -1.28
C 6.073 1.142 -2.049 -0.53
C 6.070 -0.348 -1.715 -1.21
C 5.112 -1.163 -2.588 1.55
N 3.754 -0.523 -2.558 0.48
O 3.100 -0.833 -1.500 -0.60
C 5.652 -1.274 -4.019 -1.64
C 4.991 -2.584 -2.052 -1.93
C 2.240 1.411 -2.561 -2.19
H 3.286 2.045 -4.701 0.51
H 4.936 1.477 -4.590 0.35
H 3.635 0.348 -4.978 0.33
H 4.307 1.711 -0.973 0.37
H 4.660 2.756 -2.338 0.37
H 6.533 1.315 -3.025 0.31
H 6.694 1.672 -1.326 0.39
H 7.073 -0.766 -1.827 0.40
H 5.789 -0.478 -0.666 0.38
H 4.916 -1.740 -4.675 0.37
H 6.540 -1.905 -4.009 0.44
H 5.945 -0.323 -4.454 0.31
H 4.705 -2.601 -1.004 0.37
H 5.958 -3.077 -2.152 0.44
H 4.255 -3.155 -2.620 0.44
H 1.506 0.836 -3.130 0.45
H 2.152 2.460 -2.843 0.57
H 2.013 1.322 -1.500 0.27
```

=====

6.
Formula: C21H47ClO12P2
Source: OMol25
Level of theory: the ωB97M-V functional and the def2-TZVPD basis

Computed properties:
HOMO level, eV: -7.2
SMILES string: CP(C)[PH3]CCCCl.CCOC(=O)OC.CCOC(=O)OC.CCOC(=O)OC.CCOC(=O)OC
LUMO, eV: 0.635

```
83
Properties=species:S:1:pos:R:3:mulliken_charge:R:1
C -4.917 1.970 -1.621 -1.06
P -3.137 1.589 -1.149 -0.20
C -3.208 -0.100 -0.302 -0.82
P -2.044 1.177 -3.068 0.40
C -1.208 0.658 -4.712 -0.84
C -2.312 0.105 -5.678 -0.81
C -3.114 -1.078 -5.058 -0.36
Cl -4.886 -0.671 -4.919 -0.20
H -4.979 2.860 -2.259 0.35
H -5.506 2.170 -0.717 0.45
H -5.399 1.133 -2.153 0.36
H -2.171 -0.369 -0.068 0.12
H -3.837 -0.076 0.588 0.38
H -3.575 -0.827 -1.049 0.29
H -1.576 -0.050 -2.458 -0.06
H -1.212 2.320 -2.899 0.04
H -3.300 1.343 -3.751 -0.17
H -0.633 1.472 -5.173 0.46
H -0.549 -0.193 -4.466 0.29
H -2.981 0.947 -5.890 0.40
H -1.848 -0.273 -6.596 0.37
H -2.965 -1.964 -5.680 0.37
H -2.781 -1.350 -4.051 0.25
C 3.347 -3.865 -1.498 -1.08
C 3.610 -2.477 -2.043 -0.13
O 2.473 -1.620 -1.882 -0.34
C 2.282 -1.171 -0.644 0.67
O 2.973 -1.408 0.309 -0.52
O 1.178 -0.427 -0.643 -0.25
C 0.798 0.041 0.655 -0.35
H 2.450 -4.290 -1.952 0.36
H 4.192 -4.524 -1.700 0.36
H 3.181 -3.844 -0.421 0.24
H 3.796 -2.534 -3.114 0.32
H 4.491 -2.023 -1.585 0.23
H 1.618 0.567 1.140 0.05
H 0.466 -0.796 1.270 0.33
H -0.033 0.732 0.525 0.12
C 4.852 3.689 6.140 -1.10
C 3.471 3.438 5.570 -0.17
O 3.482 3.437 4.137 -0.37
C 3.983 2.338 3.574 0.77
O 4.395 1.372 4.150 -0.55
O 3.950 2.506 2.252 -0.37
C 4.545 1.432 1.519 -0.61
H 5.271 4.611 5.733 0.29
H 4.809 3.768 7.227 0.36
H 5.538 2.882 5.884 0.32
H 2.802 4.246 5.863 0.29
H 3.043 2.508 5.945 0.31
H 4.106 0.475 1.795 0.28
H 5.622 1.420 1.685 0.36
H 4.352 1.614 0.465 0.21
C 7.165 -8.406 2.217 -1.11
C 8.195 -7.489 1.590 -0.16
O 7.582 -6.471 0.790 -0.37
C 7.018 -5.475 1.473 0.73
O 6.999 -5.356 2.665 -0.54
O 6.470 -4.636 0.594 -0.32
C 5.745 -3.559 1.194 -0.48
H 6.512 -8.827 1.449 0.29
H 7.653 -9.221 2.752 0.35
H 6.531 -7.867 2.920 0.32
H 8.829 -8.059 0.913 0.29
H 8.844 -7.038 2.342 0.31
H 6.362 -3.016 1.908 0.43
H 4.848 -3.941 1.680 0.29
H 5.450 -2.880 0.399 -0.05
C -8.067 3.873 -2.072 -1.04
C -7.981 5.237 -1.417 -0.21
O -9.194 5.575 -0.735 -0.35
C -9.381 4.958 0.430 0.78
O -8.630 4.178 0.947 -0.55
O -10.556 5.352 0.918 -0.34
C -10.927 4.693 2.129 -0.63
H -8.935 3.819 -2.731 0.35
H -7.168 3.669 -2.652 0.27
H -8.179 3.084 -1.329 0.30
H -7.843 6.001 -2.181 0.30
H -7.132 5.303 -0.734 0.30
H -10.146 4.785 2.882 0.29
H -11.142 3.643 1.932 0.29
H -11.829 5.177 2.496 0.22
```

=====

| no. | DFT total energy (eV) |
| --- | --- |
| 1 | -26959.58518 |
| 2 | -46154.04195 |
| 3 | -128116.77932 |
| 4 | -124367.91332 |
| 5 | -63382.87339 |
| 6 | -78207.41258 |